Entry 1:
Here is 10 unconnected molecules or ions with the total composition C50H79BrClFIN4O32P2 in a non-equilibrium geometry from OMol25. Energies are from the ωB97M-V functional and the def2-TZVPD basis.

XYZ file:
```
171
Properties=species:S:1:pos:R:3:lowdin_charge:R:1
C 6.65625 -1.31976 1.31652 -0.127
C 5.46354 -2.26765 0.97147 -0.355
P 3.94640 -1.21552 1.12241 1.095
C 3.51658 -1.49649 2.90614 -0.225
C 2.55620 -1.79538 -0.08489 -0.391
C 3.34747 -1.61288 -1.43808 -0.159
C 2.65915 -1.27935 -2.76606 -0.817
O 2.76905 -2.03533 -3.66372 0.000
I 1.55861 0.47953 -3.28749 0.985
N 1.45383 -0.77260 -0.02728 -0.026
C 1.76999 0.53312 0.65135 -0.197
C 2.74962 1.49391 -0.01219 -0.200
C 3.81462 2.02663 0.99718 -0.107
C 5.11622 2.27577 0.29172 -0.506
O 6.17431 2.05333 0.79723 0.129
O 5.04805 2.81877 -0.97484 0.065
C 0.36097 -1.20543 0.73355 -0.384
N -0.86129 -0.79665 0.49499 -0.349
Cl -1.19728 0.21101 -0.81994 0.871
C -2.02325 -1.15633 1.32562 -0.180
C -3.13640 -0.10258 1.37366 -0.193
C -4.27528 -0.37530 0.38496 -0.270
N -5.02905 -1.58253 0.72017 0.019
N 0.63218 -2.04500 1.73646 0.133
C 1.26421 -3.34719 1.35951 -0.370
P 0.04060 -4.74343 1.73251 0.687
O -1.43590 -4.03800 1.85362 -0.400
Br 0.49627 -5.04844 3.90644 0.432
C 2.00741 -3.26961 0.01324 -0.311
C 3.09842 -4.35428 -0.17301 -0.113
C 3.22884 -5.51932 0.82873 -0.188
C 4.05236 -5.32413 2.09840 -0.181
C 4.19856 -6.68307 2.82207 -0.254
O 2.96347 -7.34880 3.01498 -0.096
C 1.10903 -3.40223 -1.28728 -0.074
C 0.22298 -4.61895 -1.57448 -0.356
C -1.28661 -4.39134 -1.30146 -0.025
F 0.66515 -5.82827 -1.07348 -0.028
H 7.52328 -1.53697 0.70619 0.078
H 6.94877 -1.52929 2.33723 0.035
H 6.37471 -0.27241 1.29627 0.031
H 5.62455 -2.60837 -0.04393 0.067
H 5.48488 -3.04935 1.71557 0.049
H 4.28498 -0.93550 3.43560 0.050
H 3.62580 -2.52569 3.22840 0.023
H 2.57073 -1.05172 3.18182 0.025
H 4.13304 -0.86530 -1.31207 0.094
H 3.89783 -2.51843 -1.64546 0.106
H 0.82610 1.07890 0.61321 0.096
H 1.91791 0.46353 1.72716 0.104
H 3.28278 1.06734 -0.84685 0.042
H 2.25491 2.37200 -0.39701 0.090
H 3.47703 3.01126 1.31665 0.131
H 3.97425 1.35362 1.82234 0.078
H 5.25983 2.15102 -1.63990 0.123
H -2.47133 -2.04963 0.90882 0.103
H -1.74567 -1.35867 2.35072 0.093
H -3.58247 -0.20977 2.36110 0.084
H -2.76305 0.91575 1.33024 0.107
H -3.91505 -0.44006 -0.63443 0.094
H -4.95168 0.47243 0.45096 0.111
H -5.03679 -1.72040 1.72197 0.063
H -4.65916 -2.39602 0.24944 0.072
H -0.07761 -2.14068 2.44835 0.109
H 2.02210 -3.54209 2.11266 0.041
H -1.54591 -3.63241 2.74377 -0.045
H 4.09114 -3.95267 -0.34180 0.090
H 2.90512 -4.87995 -1.09686 0.114
H 3.80230 -6.26871 0.27919 0.128
H 2.29161 -6.03198 1.00685 0.069
H 3.62942 -4.64116 2.82857 0.076
H 5.06404 -5.07637 1.79762 0.106
H 4.57880 -6.45825 3.81307 0.117
H 4.91413 -7.30346 2.29143 0.120
H 2.88210 -8.04995 2.35965 0.093
H 0.51492 -2.50927 -1.47727 0.113
H 1.83103 -3.41134 -2.08904 0.089
H 0.24857 -4.75505 -2.65295 0.141
H -1.83859 -4.33437 -2.22868 0.083
H -1.63917 -5.23563 -0.72141 0.074
H -1.39539 -3.47959 -0.72526 0.043
C 2.88875 5.64139 -1.32632 -0.099
C 2.28311 6.41381 -2.47094 -0.094
O 1.16805 5.58419 -2.84367 0.080
C 0.82558 4.84131 -1.77919 -0.577
O -0.16401 4.17689 -1.70958 0.128
O 1.74567 4.94565 -0.79016 0.042
H 3.34107 6.28331 -0.57443 0.129
H 3.62139 4.90702 -1.65436 0.118
H 1.91088 7.38799 -2.16925 0.106
H 2.96717 6.53890 -3.30528 0.142
C 2.02219 9.89757 1.82664 -0.109
C 1.42999 8.54141 1.51178 -0.110
O 1.58019 8.46314 0.08814 0.038
C 2.59784 9.29528 -0.26757 -0.568
O 3.08613 9.33423 -1.34950 0.167
O 2.97739 10.06420 0.77413 0.074
H 2.51028 9.93650 2.79649 0.135
H 1.28686 10.70091 1.76453 0.136
H 1.98778 7.72243 1.96988 0.132
H 0.38319 8.45815 1.79087 0.134
C -8.59753 -2.74810 0.53667 -0.119
C -8.51746 -1.38592 1.18275 -0.126
O -9.43328 -1.50336 2.27700 0.058
C -9.54753 -2.81984 2.58686 -0.572
O -10.08964 -3.24278 3.55229 0.171
O -8.94027 -3.58829 1.64449 0.054
H -7.65675 -3.06103 0.09174 0.120
H -9.38666 -2.81126 -0.21439 0.135
H -7.52367 -1.17397 1.57720 0.095
H -8.81496 -0.58160 0.51498 0.135
C -1.68045 2.37634 -4.38571 -0.128
C -2.28997 3.15815 -5.52282 -0.092
O -3.42502 2.34434 -5.87266 0.067
C -3.76400 1.60566 -4.79515 -0.577
O -4.75595 0.95615 -4.69827 0.150
O -2.81768 1.70026 -3.82618 0.035
H -1.20574 3.01119 -3.63920 0.111
H -0.96254 1.62794 -4.73154 0.082
H -2.64347 4.14233 -5.21778 0.122
H -1.61778 3.27145 -6.36951 0.124
C -6.76784 5.91091 -6.61944 -0.112
C -6.06005 5.79413 -5.28688 -0.111
O -4.71545 5.50226 -5.68191 0.039
C -4.53683 5.96373 -6.94595 -0.568
O -3.48615 6.01927 -7.49513 0.166
O -5.71602 6.34549 -7.48814 0.067
H -7.58060 6.63207 -6.61030 0.133
H -7.14493 4.95181 -6.97788 0.135
H -6.06584 6.72911 -4.72405 0.133
H -6.45805 4.99932 -4.66128 0.133
C -0.84499 1.59150 -10.42501 -0.111
C -0.95233 3.07528 -10.14585 -0.108
O -0.51756 3.15806 -8.78420 0.048
C 0.26210 2.08225 -8.52365 -0.577
O 0.90517 1.94904 -7.53285 0.150
O 0.20359 1.18702 -9.53527 0.065
H -0.58119 1.36758 -11.45496 0.133
H -1.75521 1.04940 -10.16341 0.134
H -0.27923 3.66886 -10.76613 0.135
H -1.96313 3.45991 -10.24998 0.135
C -4.86862 -4.48099 5.48707 -0.080
C -3.81718 -5.55432 5.30765 -0.074
O -2.91303 -4.93086 4.37935 0.049
C -3.06011 -3.60783 4.47592 -0.544
O -2.33729 -2.81073 3.93589 0.096
O -4.11612 -3.27510 5.23236 0.057
H -5.30014 -4.46288 6.48345 0.144
H -5.67121 -4.55059 4.75176 0.141
H -3.27450 -5.77182 6.22768 0.143
H -4.21279 -6.47991 4.90082 0.144
C -6.03403 -0.67739 5.13692 -0.119
C -4.81198 0.20834 5.23067 -0.119
O -5.33858 1.39365 5.82740 0.063
C -6.46696 1.05854 6.51188 -0.557
O -7.04446 1.77897 7.25097 0.185
O -6.83224 -0.22034 6.22879 0.072
H -5.80155 -1.72783 5.24513 0.103
H -6.59071 -0.52792 4.20790 0.130
H -4.04375 -0.20861 5.88517 0.135
H -4.36897 0.43046 4.26228 0.109
C 10.40583 -1.36955 5.19652 -0.108
C 9.85971 -0.47367 4.10582 -0.104
O 8.70582 -1.20154 3.66334 0.029
C 8.30894 -2.00872 4.67768 -0.573
O 7.28413 -2.61322 4.68439 0.154
O 9.22501 -2.03027 5.66815 0.071
H 10.88506 -0.81996 6.00181 0.134
H 11.09933 -2.12028 4.81474 0.135
H 9.53851 0.49893 4.48125 0.135
H 10.55713 -0.32518 3.28597 0.135
```

Results
Total charge: +1
Energy (eV): -236565.36899
E_LUMO (eV): -2.378
E_HOMO (eV): -10.583
Kohn-Sham gap (eV): 8.2


Entry 2:
Here is a molecular structure, C28H22Br2F4O6PPdSeTe in a non-equilibrium geometry from OMol25. Energies are from the ωB97M-V functional and the def2-TZVPD basis.

XYZ file:
```
66
Properties=species:S:1:pos:R:3:nbo_charge:R:1
Pd -0.31402 0.27732 -0.58286 0.739
F 1.07852 -5.89891 -4.44467 -0.290
C 0.76214 -5.04850 -3.46663 0.287
C 0.39356 -5.52092 -2.23202 0.248
F 0.32345 -6.83811 -2.01740 -0.293
C 0.08739 -4.63153 -1.21943 0.397
F -0.33454 -5.20534 -0.08206 -0.313
C 0.16635 -3.25238 -1.37181 -0.403
P -0.12168 -2.06011 0.04802 1.089
C 1.05690 -2.46896 1.38626 -0.365
C 1.34288 -3.75601 1.82658 -0.150
C 2.28146 -3.96785 2.83209 -0.243
C 2.93874 -2.89769 3.41404 -0.202
C 2.63818 -1.60604 2.99808 -0.212
C 1.70648 -1.39475 1.99668 -0.160
C -1.73156 -2.76668 0.54605 -0.405
C -2.74612 -2.80259 -0.40787 -0.184
C -4.00797 -3.27235 -0.07168 -0.213
C -4.26295 -3.71273 1.21972 -0.205
C -3.25601 -3.67918 2.17339 -0.211
C -1.99767 -3.19627 1.84196 -0.127
C 0.43397 -2.80967 -2.67724 -0.115
Br 0.21026 -1.02700 -3.18926 0.177
C 0.75672 -3.68859 -3.69041 0.296
F 1.04927 -3.26114 -4.92220 -0.295
H 0.83533 -4.61157 1.41406 0.218
H 2.49378 -4.98059 3.15296 0.206
H 3.67885 -3.06544 4.18831 0.205
H 3.13388 -0.75676 3.45268 0.209
H 1.47486 -0.38708 1.69209 0.248
H -2.55721 -2.44119 -1.41151 0.220
H -4.79550 -3.27340 -0.81423 0.209
H -5.25353 -4.06120 1.48822 0.205
H -3.45437 -4.00746 3.18585 0.206
H -1.22247 -3.14122 2.59542 0.217
O -3.46266 -0.04856 2.36348 -0.968
Se -2.26493 0.47296 1.40720 2.734
O -2.45340 0.26415 -0.26060 -0.981
O -0.84937 -0.25695 1.81536 -1.110
O -1.82125 2.11314 1.64198 -1.043
Br -0.38794 2.33924 -2.02977 -0.564
O 2.37374 -1.53400 -0.96784 -0.694
C 2.59876 -0.34606 -0.77295 0.663
O 1.77099 0.60334 -0.50321 -0.718
H 3.64483 -0.00582 -0.82193 0.091
C -1.11783 7.69785 5.05185 -0.628
C -0.81489 6.47244 4.22590 0.010
C -1.33105 6.32224 2.94523 -0.266
C -1.06632 5.20269 2.16326 0.127
C -1.66503 5.13566 0.77612 -0.671
C -0.25210 4.18408 2.69428 -0.379
Te 0.18942 2.47490 1.52247 0.910
C 0.27412 4.31356 3.99417 0.006
C 1.15678 3.28496 4.66854 -0.646
C -0.01983 5.46058 4.73149 -0.242
H -1.78769 8.37346 4.52005 0.210
H -0.20342 8.24639 5.28907 0.213
H -1.59075 7.42529 5.99726 0.215
H -1.96426 7.10410 2.53424 0.196
H -2.38275 5.94705 0.63375 0.201
H -2.17966 4.19357 0.60581 0.251
H -0.89051 5.21901 0.01068 0.237
H 1.07879 2.30638 4.20387 0.238
H 0.88017 3.18547 5.72041 0.211
H 2.20708 3.59081 4.62967 0.212
H 0.38320 5.55224 5.73760 0.195
```

Results
Total charge: -1
Energy (eV): -278040.71285
E_LUMO (spin up / spin down) (eV): 1.729 / 1.731
E_HOMO (spin up / spin down) (eV): -4.911 / -4.911
Kohn-Sham gap (spin up / spin down) (eV): 6.6 / 6.6


Entry 3:
Here is a molecular structure, C31H26BrFMoN6O4S in a non-equilibrium geometry from OMol25. Energies are from the ωB97M-V functional and the def2-TZVPD basis.

XYZ file:
```
71
Properties=species:S:1:pos:R:3:lowdin_spin:R:1
Mo -1.00490 1.28953 -0.27601 1.648
Br -3.63049 -2.34074 5.41324 -0.002
C -3.32811 -1.39769 3.80840 -0.005
C -3.94648 -1.82837 2.62967 0.010
C -3.72102 -1.16036 1.44489 -0.004
C -2.85809 -0.06895 1.39993 0.018
O -2.60314 0.55423 0.25390 0.061
C -2.25499 0.39352 2.60245 0.000
C -1.52127 1.61479 2.63181 0.037
N -1.08814 2.21459 1.55417 -0.001
C -0.64550 3.55672 1.54440 0.005
C -0.31685 4.33509 2.63115 -0.005
C 0.11389 5.65747 2.44546 0.001
C 0.21063 6.20017 1.19383 -0.005
C -0.14226 5.43867 0.05901 0.001
C -0.07073 5.92222 -1.26105 0.001
C -0.45824 5.10717 -2.29678 0.001
C -0.91984 3.82291 -2.02464 0.005
N -1.00621 3.32231 -0.79743 0.009
C -0.59299 4.11378 0.24357 0.003
C -2.51878 -0.29042 3.80429 0.009
H -4.60838 -2.68304 2.65329 0.001
H -4.20284 -1.48246 0.53074 0.000
H -1.38821 2.09224 3.59816 0.002
H -0.36392 3.93446 3.63438 0.000
H 0.37528 6.24949 3.31162 0.000
H 0.55522 7.21664 1.05509 0.000
H 0.29441 6.92366 -1.45109 0.000
H -0.39888 5.44448 -3.32135 0.000
H -1.21371 3.16576 -2.83241 0.000
H -2.07167 0.05864 4.72682 0.000
N -3.71716 2.24834 -2.00148 0.010
N -3.81926 1.35010 -3.04714 0.003
C -2.84646 0.49771 -3.40126 0.005
N -3.11411 -0.27215 -4.45316 0.003
S -1.31558 0.29537 -2.67436 0.018
H -4.42123 2.05298 -1.30181 0.000
H -3.84947 3.18904 -2.35157 0.000
H -4.69454 1.29680 -3.54923 0.000
H -3.99264 -0.24527 -4.94487 0.000
H -2.41116 -0.91181 -4.78159 0.000
C 5.42487 -2.45608 0.97619 0.000
C 4.60841 -3.10739 -0.13958 0.001
C 4.46578 -4.59781 0.12609 0.000
C 3.50723 -5.25144 -0.85858 0.000
C 2.16531 -4.59140 -0.73188 0.001
C 0.99518 -5.28582 -0.93326 0.001
C -0.23906 -4.64990 -0.80063 0.001
F -1.35185 -5.35637 -1.00518 0.000
C -0.33327 -3.32447 -0.48593 0.000
C 0.84734 -2.59049 -0.31004 0.003
C 0.76827 -1.16708 -0.11862 0.004
O -0.37136 -0.61441 0.09144 0.030
C 1.98142 -0.45420 -0.18661 0.007
C 3.17566 -1.14285 -0.20623 0.001
N 3.26096 -2.46623 -0.24777 0.010
C 2.10432 -3.22012 -0.41111 0.003
C 2.00063 1.03161 -0.20386 0.012
O 2.98198 1.69239 0.00298 0.032
O 0.82250 1.54891 -0.53498 0.065
H 6.30008 -3.06981 1.18145 0.000
H 4.83187 -2.39567 1.89023 0.000
H 5.77967 -1.45969 0.71961 0.000
H 5.10910 -2.96007 -1.09996 0.000
H 4.09641 -4.75121 1.14386 0.000
H 5.45450 -5.04816 0.05951 0.000
H 3.42080 -6.31842 -0.65957 0.000
H 3.87996 -5.14120 -1.88139 0.000
H 1.01947 -6.33196 -1.21119 0.000
H -1.28973 -2.82932 -0.39896 0.000
H 4.09138 -0.56896 -0.16904 0.000
```

Results
⟨S²⟩: 2.02
Total charge: +2
Energy (eV): -135141.11861
E_LUMO (spin up / spin down) (eV): -6.347 / -6.315
E_HOMO (spin up / spin down) (eV): -13.048 / -13.444
Kohn-Sham gap (spin up / spin down) (eV): 6.7 / 7.1
2S+1: 3


Entry 4:
Here is a molecular structure, C23H23N5O9Si in a non-equilibrium geometry from OMol25. Energies are from the ωB97M-V functional and the def2-TZVPD basis.

XYZ file:
```
61
Properties=species:S:1:pos:R:3:nbo_charge:R:1
C 6.61542 -2.64580 1.37557 -0.727
C 5.26348 -3.07063 1.88900 0.700
O 5.06454 -4.22927 2.17403 -0.580
N 4.26379 -2.10389 2.10943 -0.896
Si 4.34490 -0.56275 1.22489 1.460
N 2.72868 -0.32208 0.53049 -0.910
C 2.70355 -0.42521 -0.68313 0.861
O 2.60930 -0.58144 -1.83004 -0.493
C 2.92112 -2.67498 2.11410 0.737
C 2.49350 -3.61850 1.03129 -0.740
O 2.15441 -2.33574 2.96636 -0.519
H 6.58060 -2.36868 0.32927 0.238
H 6.98753 -1.82269 1.98357 0.230
H 7.28219 -3.48979 1.46650 0.255
H 5.29758 -0.57774 0.11065 -0.192
H 4.56170 0.53167 2.17431 -0.172
H 2.88747 -4.60174 1.26994 0.273
H 2.86356 -3.37504 0.04014 0.224
H 1.41641 -3.69548 1.07656 0.253
C -0.24201 1.13162 -1.63927 -0.125
C -0.84335 0.27746 -0.72333 -0.227
C -2.18997 0.41270 -0.42622 -0.191
C -2.91240 1.40596 -1.05965 0.018
C -2.33045 2.26835 -1.97008 -0.194
C -0.98289 2.12936 -2.26063 -0.230
N -4.34801 1.54443 -0.76361 0.533
O -4.83174 0.78922 0.05461 -0.375
O -4.96533 2.40695 -1.35712 -0.382
H 0.80457 1.02249 -1.87517 0.206
H -0.26554 -0.49820 -0.23835 0.219
H -2.66551 -0.24600 0.28450 0.250
H -2.91746 3.03896 -2.44768 0.243
H -0.51913 2.80205 -2.97152 0.246
C -3.43583 7.92880 -4.86011 -0.175
C -3.23829 6.59784 -5.20296 -0.206
C -2.15044 5.90520 -4.69815 -0.212
C -1.27812 6.56333 -3.85101 0.082
C -1.45359 7.88902 -3.50170 -0.209
C -2.54308 8.57348 -4.01413 -0.207
N -0.13408 5.82680 -3.29351 0.525
O 0.00518 4.66438 -3.63018 -0.399
O 0.59904 6.41105 -2.52606 -0.363
H -4.28937 8.46506 -5.25249 0.222
H -3.93362 6.09748 -5.86208 0.226
H -1.98932 4.87033 -4.96013 0.248
H -0.75638 8.38099 -2.84067 0.250
H -2.69744 9.61019 -3.74999 0.224
C -1.48337 -4.89445 5.72582 -0.178
C -0.36084 -4.81778 4.91381 -0.202
C -0.44627 -5.12397 3.56773 -0.208
C -1.66794 -5.50085 3.04665 0.082
C -2.80004 -5.59193 3.83533 -0.213
C -2.70188 -5.28717 5.18481 -0.209
N -1.76797 -5.80070 1.60819 0.521
O -0.75075 -5.72597 0.94590 -0.387
O -2.85744 -6.10187 1.16810 -0.370
H -1.41111 -4.64630 6.77615 0.220
H 0.59139 -4.51483 5.32648 0.227
H 0.44503 -5.05060 2.96447 0.246
H -3.74446 -5.89228 3.40748 0.249
H -3.57952 -5.35078 5.81281 0.222
```

Results
Energy (eV): -57973.11312
E_LUMO (eV): -0.701
E_HOMO (eV): -9.845
Kohn-Sham gap (eV): 9.1